A structure of composition C63H107As3O2P3RbSSi2, computed with the ωB97M-V functional and the def2-TZVPD basis.

Geometry as XYZ:
```
182
Properties=species:S:1:pos:R:3:forces:R:3
C -3.0254 3.5193 -3.3585 -0.028 0.019 0.011
H -1.0202 -1.7354 -6.8325 -0.049 -0.011 -0.035
H 4.1852 -6.5310 -1.5758 -0.011 -0.016 0.001
H -0.3183 -1.8306 -1.9438 -0.038 0.024 -0.035
H 0.5036 4.3499 4.9391 0.004 0.002 0.006
C -0.5125 1.1382 -7.2660 0.074 -0.087 0.037
C 1.9509 6.0688 -2.4447 0.005 0.053 -0.021
C -3.3059 3.6758 1.5506 -0.055 -0.063 -0.029
C -4.7442 -1.2606 0.0377 0.045 -0.074 0.004
H -1.2486 1.9256 -7.1117 -0.004 0.031 -0.026
H -4.6746 4.4111 -4.3999 0.011 0.009 0.043
H -3.9530 0.4052 2.3919 0.045 0.057 0.032
H 4.3401 -0.3686 -2.0352 0.010 -0.048 0.032
H -2.3023 -4.7988 2.0983 0.045 -0.041 -0.007
C 1.9948 -2.4933 -3.8552 -0.009 0.013 0.089
C -0.6850 3.9835 3.1715 0.005 -0.082 -0.099
C 0.4987 6.7189 1.1695 0.013 -0.092 -0.064
H -1.8715 6.6711 2.6403 -0.048 0.012 0.004
C 2.4237 4.9331 -1.8061 -0.014 -0.008 -0.043
H 1.4309 -6.8453 1.9122 0.056 0.012 0.007
H 3.1889 2.9879 -3.4715 -0.021 0.012 -0.078
H 4.1075 1.5330 -3.8799 0.024 0.012 -0.006
Si -0.8645 2.2699 -1.7236 -0.425 0.396 -0.312
H 0.3872 7.7216 0.7451 0.019 0.007 0.004
H -1.2396 5.1054 -2.9083 -0.008 0.006 -0.022
C -3.9387 3.6143 -4.3906 -0.042 0.018 -0.031
C -3.5390 2.1577 -0.7180 0.014 -0.068 0.029
C 0.9666 -0.1633 5.5931 -0.014 0.014 -0.114
P -0.5243 4.0636 1.2942 -0.355 0.428 0.405
C 3.8220 2.2036 -3.0620 -0.082 -0.113 0.014
H 3.2514 5.0497 0.9136 -0.035 0.046 -0.030
C -1.0961 2.5729 3.6061 0.015 0.101 -0.082
H -3.1702 -3.6358 3.7028 0.012 -0.003 0.041
C -2.1731 3.4550 0.7564 -0.053 -0.031 -0.053
H 0.7014 6.8318 2.2374 -0.004 0.024 -0.037
H -4.5817 -1.2634 -1.0449 -0.006 0.029 -0.004
C -1.9376 -1.7299 -6.2407 -0.002 0.032 0.064
C 0.6473 4.3125 3.8553 -0.022 0.040 -0.086
C 0.6208 6.1234 -2.8282 0.012 0.049 -0.009
H -4.8266 -0.2121 0.3327 -0.035 -0.035 0.013
C 3.6832 2.9821 0.4262 -0.165 -0.031 -0.024
P -0.7370 0.2841 -4.3899 -0.089 -0.285 -0.504
C -2.2807 2.7285 -0.4484 0.077 0.114 0.168
H 2.2825 0.8465 -2.4379 0.010 0.033 -0.008
H -1.0041 0.2800 -7.7224 -0.048 0.048 0.000
H -4.6717 2.7110 -6.2017 -0.009 -0.025 0.010
H -2.6511 -3.6172 -1.4527 -0.026 -0.005 -0.011
H -2.6596 -1.0699 -6.7242 0.013 -0.003 -0.016
H 1.7320 -8.5883 1.9634 -0.008 -0.010 -0.043
C -3.5565 -4.0607 -1.0245 -0.017 0.119 0.048
H 4.1946 0.4780 7.5900 0.020 0.019 -0.014
C 3.2100 4.0685 1.3897 -0.032 -0.125 0.007
H 1.4773 1.8500 -4.5456 0.099 0.047 0.025
H 4.7501 -3.0567 2.6071 -0.061 -0.049 -0.044
H 4.1801 -1.3835 2.8552 -0.049 0.021 -0.005
H 3.0842 -7.4625 2.0987 0.012 0.013 -0.029
H 5.7527 3.4299 0.7488 0.006 0.032 0.002
C 4.8602 -4.0893 -0.6223 -0.150 0.007 0.024
H 0.0166 -2.7511 -0.4729 -0.029 -0.056 -0.081
H 1.3602 6.2470 0.7005 0.062 0.001 -0.009
H -3.1106 4.2262 -2.5412 0.038 0.012 0.023
H -2.0417 2.2589 3.1701 -0.002 -0.031 0.033
C 1.0156 2.0184 -5.5171 -0.010 -0.112 -0.006
C -3.7699 -1.7281 2.8285 -0.029 -0.105 0.115
H -1.9977 7.6548 1.1804 0.000 0.015 0.027
C 0.1998 0.7951 -5.9584 -0.084 0.069 0.254
C 5.0670 3.3802 -0.1037 -0.043 -0.040 -0.063
H 2.4036 -4.0289 3.5774 0.008 -0.001 -0.022
C -2.3595 -4.8105 1.0072 -0.040 0.047 0.002
H -2.3537 -0.0891 2.9606 -0.016 0.052 0.028
H -4.7998 -4.7198 2.1150 -0.040 0.002 -0.009
H -2.6620 -1.1685 -2.8769 -0.102 -0.021 0.017
C 3.4967 -4.7865 -0.5159 0.003 0.131 -0.014
H 0.8875 -0.0384 -6.1485 0.018 -0.010 0.071
H 5.0702 4.3670 -0.5701 -0.002 0.003 0.005
H -0.3151 1.8620 3.3178 -0.033 -0.039 0.036
H -1.1901 2.5280 4.6951 0.031 -0.016 0.011
C 2.1369 -0.0726 7.7153 0.023 0.082 -0.497
H -3.2218 4.2237 2.4806 0.054 0.033 -0.009
H -1.4148 -4.4078 0.6270 -0.003 -0.031 0.001
H 3.1987 -4.6093 -2.6330 -0.010 0.011 -0.010
O 1.0685 -0.4685 9.8497 0.002 0.000 -0.056
H 4.7135 -3.0076 -0.6405 0.116 0.020 -0.004
H -0.9315 5.8773 -0.1571 -0.008 -0.013 -0.060
C -3.5395 -3.9724 0.5041 0.061 -0.060 0.131
C 0.9765 -0.3079 6.9602 0.145 -0.009 0.255
H 3.8394 4.0995 2.2838 0.010 -0.015 -0.006
C -0.7730 5.9059 0.9237 0.137 -0.060 0.055
C 0.5998 -6.9088 -0.7828 0.046 -0.002 0.005
H -2.4451 -5.8603 0.6848 0.001 -0.005 -0.018
H 1.6239 -2.4549 3.8564 0.045 0.085 -0.085
H 4.1910 0.7511 5.1264 0.008 0.005 0.006
H 1.5382 -1.5611 -4.1932 0.000 -0.002 0.035
H 0.4785 -6.7929 -1.8589 0.025 0.003 0.001
H 5.4869 2.6743 -0.8141 0.038 0.053 0.025
H 2.1853 3.8827 1.6977 -0.002 0.045 0.066
H -3.1125 -2.2765 4.8346 0.025 0.011 0.011
H -5.4123 3.3755 1.8190 0.020 -0.008 0.013
Si -3.2226 -2.0569 0.9488 0.055 0.086 -0.134
C 0.2256 -2.6881 -1.5438 -0.128 -0.020 0.052
C -3.0054 1.6462 -5.3714 -0.014 0.066 0.071
H 2.6177 6.8987 -2.6517 0.007 -0.003 0.031
H 1.7954 2.2585 -6.2459 -0.011 0.016 0.003
H 1.3764 3.5256 3.6482 -0.006 0.024 0.034
C 4.0493 0.3980 -1.3140 -0.091 0.073 -0.028
H 0.2340 7.0082 -3.3233 -0.018 -0.022 -0.010
H 2.9935 -2.5716 -4.2879 0.012 0.009 0.023
H -3.0266 0.8910 -6.1461 0.026 0.011 0.006
C 1.7474 -3.2700 3.1447 -0.085 -0.020 0.110
H -5.5528 -2.9712 3.0784 -0.036 0.043 -0.008
O 3.2206 -0.0107 9.8279 0.026 0.025 -0.060
H -5.4426 -1.6231 4.2156 -0.013 0.011 0.004
As 2.3475 -7.7071 -0.3445 0.018 0.047 0.085
H -1.8622 -2.4469 3.5817 0.005 -0.047 0.032
H -0.1291 -3.5980 -2.0308 -0.078 0.014 0.005
C 2.1220 0.2327 4.8811 0.050 0.007 0.248
C 0.2304 3.8825 -1.9338 0.089 -0.078 0.049
H -0.1570 -7.6135 -0.4351 0.028 -0.025 0.021
C 3.2949 0.3034 7.0139 -0.107 -0.060 0.237
C 3.1036 1.4091 -1.9708 -0.086 0.095 0.107
H -3.6436 1.4936 -1.5684 -0.014 0.038 -0.075
H 0.0502 -0.6229 7.4342 -0.036 0.005 -0.048
H 0.3590 2.8872 -5.4179 0.017 0.010 0.020
H 1.0682 5.2671 3.5344 0.014 -0.044 0.039
C 1.5873 3.8476 -1.5405 -0.012 0.120 0.049
H 3.4675 4.8877 -1.5317 -0.011 -0.007 0.035
H 4.9568 0.8769 -0.9498 -0.009 -0.032 0.012
H -3.3138 -2.4391 -3.9207 0.039 -0.002 0.007
H -3.6196 -5.1075 -1.3576 0.027 -0.022 0.010
C 2.2189 -0.1711 9.1721 0.001 -0.096 0.430
S 2.1222 0.4391 3.1856 -0.022 0.185 -0.504
C -4.5464 3.1835 1.1952 -0.065 0.018 0.056
C 3.2914 0.4519 5.6496 -0.110 -0.033 -0.046
C -3.9411 2.6616 -5.4019 -0.054 -0.017 -0.085
H 0.2286 1.5199 -7.9770 -0.019 -0.029 -0.038
H -4.4152 -3.5246 -1.4369 0.015 -0.036 -0.046
C -0.2112 5.0403 -2.5812 0.046 0.018 -0.035
H -5.7013 -3.9740 0.7837 -0.018 -0.031 0.035
C -1.6582 -1.3291 -4.7954 0.143 0.220 0.105
As 2.4919 -2.6030 1.4565 0.107 -0.182 0.213
P 2.2103 2.3763 -0.6231 0.846 0.076 -0.094
C -4.6553 2.3931 0.0590 -0.026 0.021 0.018
C -2.0432 2.5163 -3.2966 0.148 -0.377 -0.169
C -2.9299 -2.5724 3.7907 -0.044 0.029 -0.116
H 3.8245 2.0737 1.0245 0.004 0.026 0.031
H 0.7656 -3.7098 2.9570 0.016 0.001 -0.041
C -4.8349 -4.5943 1.0299 0.082 0.079 -0.029
C 2.6418 -4.3689 -1.7214 -0.044 -0.035 0.152
H -1.4342 4.7058 3.5113 -0.036 -0.030 -0.025
C 4.2888 -2.1884 2.1304 0.092 0.001 0.011
H -5.0021 -5.5900 0.5891 0.011 -0.016 0.010
H 4.9311 -1.8371 1.3227 -0.022 -0.003 0.001
H 0.3454 -0.5584 9.2205 -0.033 0.007 -0.027
C -2.9053 -1.4246 -3.9126 0.164 0.036 0.022
H 4.4969 -6.5870 0.1449 -0.016 -0.031 0.004
C 2.8442 -4.4725 0.8367 -0.074 -0.027 -0.090
H -5.6103 1.9523 -0.2033 0.046 -0.046 -0.031
As 2.1303 -2.4525 -1.8769 0.073 -0.133 -0.480
C -3.4269 -0.2566 3.0872 0.002 -0.097 -0.121
C 2.1229 -7.6322 1.6144 -0.054 -0.044 0.027
H -2.3581 -2.7409 -6.2625 0.012 -0.005 -0.008
H 5.5024 -4.3390 0.2256 -0.016 0.021 0.015
H -3.6984 0.0404 4.1107 0.006 0.001 0.026
H 1.8611 -4.9520 0.8688 0.052 0.064 0.040
H 3.5638 -0.0948 -0.4699 0.047 -0.108 0.007
C -5.2486 -1.9273 3.1753 0.071 0.005 -0.088
H 4.7302 2.6741 -2.6843 -0.015 0.014 -0.032
H -0.9433 -2.0621 -4.4034 -0.001 -0.036 -0.028
H 1.3896 -3.3341 -4.2019 -0.004 -0.016 0.032
H -5.7127 -1.7416 0.2304 0.012 -0.023 0.007
C -2.0420 1.5796 -4.3547 0.028 0.072 0.119
H 5.3746 -4.3795 -1.5428 -0.015 -0.016 -0.008
H 1.7217 -4.9542 -1.7396 0.046 0.089 -0.092
H 3.4487 -4.9403 1.6224 -0.047 0.025 0.036
C -1.9646 6.6254 1.5519 0.100 -0.120 -0.048
Rb -0.0956 0.0410 0.5079 -0.014 -0.304 0.524
H 0.0579 -0.3484 5.0326 -0.003 0.001 0.008
H -2.9077 6.1494 1.2957 -0.055 -0.006 0.036
C 3.7429 -6.3047 -0.6000 -0.039 -0.048 -0.080
H 0.4247 -5.9531 -0.2905 -0.023 -0.033 -0.024
H -3.6831 -0.7401 -4.2508 -0.036 0.042 0.003
H -5.8923 -1.3237 2.5295 -0.013 -0.028 0.017
```
Positions in Å, forces in eV/Å.

The HOMO energy comes out at -1.3 eV. The value obtained for the orbital gap is 4.704 eV. As for the net charge: -2. As for the spin multiplicity: 1.